{"formula": "C6H6BrNO", "method": "wB97M-V/def2-TZVPD", "relative_energy_ev": 2.278, "smiles": "O=CC1=CC=CCN1Br", "multiplicity": 1, "elements": ["O", "C", "C", "C", "C", "C", "C", "N", "Br", "H", "H", "H", "H", "H", "H"], "coordinates": [[-0.590725, 1.400250, -3.025011], [-0.553217, 0.387253, -2.327714], [-0.132168, 0.395372, -0.963501], [0.221806, 1.354297, -0.094875], [0.732181, 0.894214, 1.182486], [0.277324, -0.192549, 1.771347], [-0.620937, -1.096578, 0.954908], [-0.279256, -1.122068, -0.473794], [1.317730, -2.025120, -0.790917], [-0.654581, -0.651603, -2.744699], [0.399284, 2.432338, -0.253123], [1.594811, 1.495068, 1.652772], [0.523535, -0.466320, 2.885262], [-0.663361, -2.143484, 1.254713], [-1.572426, -0.661068, 0.972147]], "atomic_forces_ev_per_a": [[-0.4, -1.4, 0.9], [0.8, 1.5, -2.7], [-0.8, -2.8, 2.0], [1.3, -0.4, -0.2], [1.9, 1.7, 1.3], [0.2, -1.9, 2.3], [1.5, -0.3, -0.2], [-0.2, 3.6, -0.1], [0.6, -0.3, -0.1], [-0.3, 0.7, 0.1], [-0.6, -0.8, -0.7], [-1.8, -0.7, -0.5], [-0.2, 0.4, -2.5], [0.0, 0.2, 0.5], [-1.9, 0.4, 0.1]], "nbo_charge": [-0.50, 0.37, 0.03, -0.17, -0.25, -0.16, -0.29, -0.48, 0.16, 0.14, 0.25, 0.23, 0.23, 0.23, 0.22]}